DFT (ωB97M-V with the def2-TZVPD basis set) results for C6H11NO as an isolated structure.

Each line ends with the Löwdin charge.
Element x y z (Å)
C: -1.4980 0.0937 0.3039  -0.22
C: -0.7340 1.0084 -0.6845  -0.16
C: 0.6150 1.4284 -0.2129  -0.20
C: 1.7280 0.3449 -0.1240  -0.04
C: 0.0821 -1.3789 -0.6425  -0.16
C: -0.9565 -0.4788 -0.9040  -0.29
H: -0.8594 -0.6045 2.4020  0.11
H: 0.3753 -0.3103 1.2395  -0.05
H: -2.5643 0.3052 0.5459  0.14
H: -1.2283 1.5813 -1.5792  0.17
H: 0.6694 1.7548 0.8604  0.11
H: 1.0224 2.2423 -0.8046  0.11
H: 2.4385 0.4570 0.7774  0.15
H: 2.0213 -0.0235 -1.1711  0.13
H: -0.2241 -2.4637 -0.2696  0.18
H: 0.5856 -1.4066 -1.6080  0.12
H: -1.6301 -0.7802 -1.5931  0.12
N: -0.6141 0.1519 1.5871  -0.04
O: 1.0340 -0.9902 0.4593  -0.19

Calculated values
**E_LUMO**: 0.86 eV
**Frontier orbital gap**: 8.658 eV
**Relative energy (zero: lowest compared OMol25 entry of this formula, charge and spin)**: 136.5 kcal/mol

DFT (ωB97M-V with the def2-TZVPD basis set) results for a 2-piece molecular cluster, C3H10NS overall.

Each line ends with the Löwdin charge.
Element x y z (Å)
C: -2.3059 -0.1215 0.8820  0.00
C: -1.2042 2.0280 1.0860  0.17
N: -1.1735 0.8022 0.7721  -0.03
H: -2.1105 -0.8272 1.6808  0.11
H: -2.3926 -0.6624 -0.0593  0.10
H: -3.2174 0.4378 1.0665  0.10
H: -2.1218 2.4526 1.4701  0.13
H: -0.3025 2.6142 0.9476  0.13
H: -0.3191 0.3573 0.3663  0.03
C: 2.6539 -0.5403 -0.8192  -0.42
S: 0.8978 -1.0214 -0.9098  0.70
H: 2.7389 0.4152 -1.3215  0.03
H: 2.9698 -0.4476 0.2120  0.03
H: 3.2495 -1.2862 -1.3316  0.04
H: 0.9821 -2.1503 -0.1929  -0.11

Calculated values
**E_LUMO**: -4.72 eV
**Charge**: +1
**Frontier orbital gap**: 8.597 eV
**Relative energy (zero: lowest compared OMol25 entry of this formula, charge and spin)**: 19.5 kcal/mol

DFT (ωB97M-V with the def2-TZVPD basis set) results for a 2-piece molecular cluster, C5H13NO overall.

Each line ends with the Löwdin charge.
Element x y z (Å)
C: 0.6363 -0.4377 -2.1976  -0.05
N: 0.8089 -0.7075 -0.9748  -0.02
C: 0.3075 0.2766 -0.0249  -0.26
C: 1.1977 0.3374 1.2622  -0.21
C: 1.7896 -1.0059 1.6303  -0.27
C: 0.7783 -2.1333 1.9090  -0.14
H: 0.4785 -1.1698 -2.9865  0.07
H: 0.4509 0.6097 -2.4786  0.07
H: -0.7004 -0.0169 0.2464  0.11
H: 0.2225 1.3527 -0.3113  0.11
H: 1.9653 1.1096 1.0107  0.11
H: 0.5521 0.8776 1.9600  0.10
H: 2.6094 -1.3435 1.0035  0.10
H: 2.0708 -1.0245 2.6807  0.09
H: 1.2930 -2.9331 2.4396  0.06
H: 0.3244 -2.5732 0.9964  0.07
H: -0.0346 -1.8746 2.6054  0.07
O: -4.2268 2.9481 -1.6658  -0.07
H: -4.5123 2.6066 -0.8081  0.03
H: -4.8766 3.6752 -1.6593  0.04

Calculated values
**Structure (SMILES)**: C=NCCCC.O
**E_LUMO**: 0.76 eV
**Frontier orbital gap**: 10.190 eV
**Relative energy (zero: lowest compared OMol25 entry of this formula, charge and spin)**: 56.5 kcal/mol

DFT (ωB97M-V with the def2-TZVPD basis set) results for C14H25BeN6S as an isolated structure.

Each line ends with the Löwdin charge.
Element x y z (Å)
Be: -0.5085 -0.1127 -0.1517  0.00
C: 2.6988 -4.0657 -2.6955  -0.08
C: 2.2324 -4.2703 -1.2575  -0.22
N: 0.8932 -3.7492 -0.9699  0.00
C: 0.5348 -2.4671 -0.9388  -0.73
S: -1.0803 -2.1049 -0.3445  0.77
N: 1.3640 -1.5265 -1.3648  0.05
N: 0.8347 -0.3151 -1.1631  -0.07
C: 1.1208 0.7176 -1.8782  -0.21
C: 2.1298 0.7137 -2.9716  0.01
C: 0.2091 1.8269 -1.5770  -0.16
C: 0.3170 3.1099 -2.0936  0.02
C: -0.6501 4.0480 -1.7715  -0.01
C: -1.7187 3.6774 -0.9661  -0.02
C: -1.7704 2.3815 -0.4904  -0.08
N: -0.8229 1.4829 -0.7674  0.07
H: 3.6758 -4.5314 -2.8235  0.08
H: 1.9980 -4.5273 -3.3915  0.08
H: 2.7840 -3.0093 -2.9273  0.05
H: 2.1888 -5.3377 -1.0521  0.12
H: 2.9418 -3.8181 -0.5600  0.12
H: 0.2010 -4.3904 -0.6238  0.12
H: 2.1503 -0.2756 -3.4269  0.08
H: 1.8989 1.4572 -3.7307  0.08
H: 3.1289 0.9126 -2.5773  0.10
H: 1.1433 3.3615 -2.7423  0.12
H: -0.5761 5.0567 -2.1548  0.13
H: -2.5048 4.3752 -0.7173  0.12
H: -2.5997 2.0262 0.1083  0.13
C: -0.1031 1.3863 4.3628  -0.04
C: -1.3372 0.7471 3.7212  -0.63
C: -1.4882 -0.7071 4.1622  -0.04
C: -2.5943 1.5345 4.0848  -0.04
N: -1.2770 0.7968 2.2434  -0.04
N: -0.2069 0.0493 1.6533  0.03
H: -0.2265 1.4461 5.4438  0.10
H: 0.0446 2.4008 3.9845  0.09
H: 0.8007 0.8034 4.1682  0.08
H: -1.7718 -0.7494 5.2128  0.10
H: -0.5548 -1.2669 4.0641  0.08
H: -2.2700 -1.1996 3.5804  0.10
H: -2.7478 1.5218 5.1629  0.09
H: -3.4655 1.0936 3.6007  0.09
H: -2.5075 2.5769 3.7674  0.09
H: -1.1573 1.7607 1.9571  0.10
H: -0.3092 -0.8974 2.0087  0.07
H: 0.7088 0.3713 1.9758  0.13

Calculated values
**E_LUMO**: -3.84 eV
**Charge**: +1
**Frontier orbital gap**: 7.459 eV
**Relative energy (zero: lowest compared OMol25 entry of this formula, charge and spin)**: 0.0 kcal/mol

DFT (ωB97M-V with the def2-TZVPD basis set) results for a 2-piece molecular cluster, C3H8O2S overall.

Each line ends with the Löwdin charge.
Element x y z (Å)
C: -2.1200 -1.1467 -0.1034  -0.26
C: -0.4199 1.2114 0.5517  -0.44
C: 2.0059 0.4606 -0.5058  -0.43
O: 2.9767 0.7132 0.3878  0.06
O: 1.4281 -0.5995 -0.7350  -0.06
S: -0.8618 -0.3996 1.0955  0.89
H: -2.7458 -1.9370 0.1082  0.01
H: -1.4324 -1.4482 -0.9059  0.05
H: -2.5918 -0.3473 -0.4912  -0.01
H: -0.4420 1.3626 -0.5770  0.01
H: -0.8040 2.0580 1.1066  -0.04
H: 1.6994 1.4203 -1.0632  0.15
H: 3.3471 -0.1703 0.6589  0.14
H: -0.0395 -1.1778 0.4727  -0.09

Calculated values
**E_LUMO**: 0.69 eV
**Frontier orbital gap**: 8.094 eV
**Relative energy (zero: lowest compared OMol25 entry of this formula, charge and spin)**: 87.9 kcal/mol

DFT (ωB97M-V with the def2-TZVPD basis set) results for an isolated molecule of C2H4OS2.

Each line ends with the Löwdin charge.
Element x y z (Å)
C: -0.5455 0.5525 -1.2774  -0.02
C: -0.6674 -0.1845 -0.1678  -0.34
S: 0.7228 -0.3637 0.9912  0.25
O: 1.1623 -1.7458 0.8395  -0.46
S: 0.1051 0.4027 2.5938  0.31
H: -1.3021 0.7386 -2.0257  0.06
H: 0.4766 1.0519 -1.4064  0.08
H: -1.4805 -0.6761 0.4057  0.08
H: 1.5286 0.2245 0.0472  0.04

Calculated values
**Structure (SMILES)**: C=C[S@H](=O)=S
**E_LUMO**: 0.31 eV
**Frontier orbital gap**: 10.019 eV
**Relative energy (zero: lowest compared OMol25 entry of this formula, charge and spin)**: 63.8 kcal/mol

DFT (ωB97M-V with the def2-TZVPD basis set) results for C34H55BClMgN3O3P2 as an isolated structure.

Each line ends with the Löwdin charge.
Element x y z (Å)
Mg: -0.0435 0.2034 -1.3411  0.58
C: 0.5831 -5.9555 0.8652  -0.09
C: -0.0093 -4.9131 -0.0841  -0.71
C: 1.0655 -4.5411 -1.1188  -0.11
C: -1.1771 -5.5381 -0.8598  -0.11
P: -0.6034 -3.2878 0.6775  1.14
C: 1.0311 -2.5213 1.1482  -0.30
N: 0.8895 -1.1595 1.6289  -0.04
B: 0.3459 -0.0194 0.8953  -0.39
N: 0.4071 1.0448 1.8822  -0.05
C: 0.0602 2.4404 1.7153  -0.30
P: 0.3480 3.0501 -0.0175  1.14
C: -0.8531 4.5047 -0.0379  -0.70
C: -2.2231 3.8747 -0.3392  -0.11
C: -0.5020 5.4404 -1.1961  -0.10
C: -0.9807 5.3262 1.2498  -0.09
C: 2.1229 3.6632 0.0848  -0.69
C: 2.9431 2.4662 0.5965  -0.08
C: 2.3946 4.8633 0.9903  -0.09
C: 2.6085 3.9758 -1.3353  -0.09
C: 0.9643 0.5874 3.0635  -0.19
C: 1.2287 1.2420 4.2571  -0.02
C: 1.8610 0.5359 5.2765  -0.11
C: 2.2228 -0.7915 5.1006  -0.11
C: 1.9470 -1.4591 3.9101  -0.03
C: 1.2947 -0.7733 2.8964  -0.20
C: -1.4317 -3.6339 2.3441  -0.70
C: -2.6353 -4.5545 2.1164  -0.11
C: -0.5751 -4.2189 3.4678  -0.08
C: -1.9730 -2.2761 2.8304  -0.10
H: 1.0304 -6.7694 0.2859  0.09
H: -0.1737 -6.3965 1.5138  0.06
H: 1.3661 -5.5312 1.4965  0.08
H: 1.2164 -5.3894 -1.7928  0.09
H: 2.0270 -4.3245 -0.6520  0.08
H: 0.7772 -3.6770 -1.7236  0.07
H: -0.8278 -6.4319 -1.3850  0.08
H: -1.5631 -4.8392 -1.6058  0.06
H: -2.0050 -5.8324 -0.2169  0.06
H: 1.6590 -2.5270 0.2543  0.08
H: 1.5569 -3.1227 1.8921  0.08
H: 0.6380 3.0446 2.4189  0.08
H: -0.9924 2.6073 1.9627  0.09
H: -2.2036 3.2885 -1.2595  0.06
H: -2.9670 4.6693 -0.4488  0.09
H: -2.5595 3.2226 0.4698  0.08
H: -0.3718 4.8914 -2.1329  0.08
H: 0.4105 6.0058 -1.0040  0.06
H: -1.3120 6.1619 -1.3373  0.09
H: -1.2637 4.7088 2.1036  0.07
H: -1.7678 6.0758 1.1210  0.09
H: -0.0655 5.8549 1.5054  0.06
H: 2.7306 2.2301 1.6408  0.08
H: 4.0054 2.7145 0.5181  0.09
H: 2.7599 1.5690 0.0000  0.08
H: 2.0248 4.7101 2.0060  0.07
H: 1.9553 5.7810 0.5982  0.06
H: 3.4747 5.0243 1.0595  0.09
H: 2.5006 3.1034 -1.9812  0.06
H: 3.6694 4.2399 -1.2985  0.09
H: 2.0765 4.8084 -1.7967  0.07
H: 0.9529 2.2788 4.4002  0.10
H: 2.0800 1.0334 6.2127  0.09
H: 2.7295 -1.3202 5.8981  0.10
H: 2.2605 -2.4880 3.7877  0.10
H: -2.3344 -5.5798 1.9007  0.06
H: -3.2708 -4.2009 1.2989  0.07
H: -3.2439 -4.5759 3.0250  0.08
H: -0.2454 -5.2350 3.2590  0.06
H: -1.1667 -4.2479 4.3884  0.09
H: 0.2981 -3.6059 3.6796  0.05
H: -2.5417 -1.7618 2.0525  0.06
H: -1.1733 -1.6107 3.1538  0.07
H: -2.6369 -2.4436 3.6840  0.09
Cl: 1.9758 3.9184 -7.3169  0.64
C: 1.7782 2.9285 -5.8985  -0.68
C: 2.8872 2.2313 -5.3858  -0.09
C: 2.7682 1.4483 -4.2741  0.00
C: 1.5258 1.3074 -3.5796  -0.36
O: 1.4607 0.5887 -2.5293  -0.11
C: 0.4097 2.0211 -4.1294  -0.12
C: -0.9021 1.9733 -3.5696  -0.18
O: -1.2812 1.3651 -2.5594  -0.09
C: 0.5662 2.8213 -5.2864  -0.07
H: 3.8431 2.3268 -5.8855  0.11
H: 3.6216 0.9161 -3.8750  0.12
H: -1.6591 2.5567 -4.1213  0.14
H: -0.2909 3.3533 -5.6824  0.11
C: -4.0111 -2.9144 -2.5330  -0.04
N: -2.9945 -1.9217 -2.2427  -0.16
C: -3.3069 -0.9086 -1.2459  -0.01
C: -1.7643 -2.0447 -2.7380  -0.29
O: -0.7756 -1.3881 -2.4087  -0.06
H: -4.9405 -2.4243 -2.8222  0.09
H: -4.1984 -3.5384 -1.6562  0.09
H: -3.6808 -3.5505 -3.3523  0.09
H: -4.3818 -0.7347 -1.2568  0.10
H: -2.8151 0.0250 -1.5030  0.07
H: -2.9857 -1.2282 -0.2535  0.07
H: -1.6729 -2.8162 -3.5137  0.15

Calculated values
**E_LUMO**: 0.08 eV
**Frontier orbital gap**: 7.183 eV
**Relative energy (zero: lowest compared OMol25 entry of this formula, charge and spin)**: 2.2 kcal/mol

DFT (ωB97M-V with the def2-TZVPD basis set) results for C7H18BO4PZr as an isolated structure.

Each line ends with the Löwdin charge.
Element x y z (Å)
C: -1.7028 -0.9611 -2.6521  0.05
C: -0.9485 0.4442 -2.7935  -0.36
O: -1.4427 1.4238 -2.1711  0.16
O: 0.2038 0.6961 -3.5922  0.04
C: 1.4131 0.3235 -2.9089  -0.10
C: 1.4202 0.6545 -1.3305  -0.11
C: 1.1296 -0.7025 -0.4951  -0.38
P: 0.7706 -0.3327 1.3836  0.93
C: -1.0241 -1.0422 1.2723  -0.12
C: 0.4866 0.1614 3.2203  -0.10
B: -0.4902 1.5018 3.2052  -0.48
O: 0.1010 2.7688 2.8016  0.20
O: -1.8861 1.4626 3.5302  0.19
H: -1.1802 -1.8438 -3.1560  0.11
H: -2.7606 -0.8128 -3.0921  0.17
H: -1.8434 -1.1509 -1.5101  0.06
H: 1.7150 -0.7735 -3.0580  0.15
H: 2.2672 0.9464 -3.3849  0.21
H: 2.5104 0.9502 -1.0670  0.18
H: 0.7720 1.5387 -1.0139  0.15
H: 2.1422 -1.3170 -0.5295  0.17
H: 0.3260 -1.3885 -0.9942  -0.09
H: 1.1154 1.0489 1.1092  0.13
H: 1.8236 -1.2586 1.7037  0.13
H: -1.7199 -0.2628 0.7982  0.15
H: -0.9726 -2.0409 0.6689  -0.08
H: -1.4448 -1.3115 2.3056  0.15
H: 0.0328 -0.6995 3.8202  0.13
H: 1.4977 0.4503 3.7073  0.16
H: -0.0196 2.8070 1.8170  0.13
H: -2.3618 1.4981 2.6619  0.14
Zr: 0.0702 -2.7779 -0.2561  1.93

Calculated values
**E_LUMO**: -20.37 eV
**Charge**: +4
**Frontier orbital gap**: 3.504 eV